Formula: C5H11NO2
Source: OMol25
Level of theory: ωB97M-V with the def2-TZVPD basis set

Atoms and positions in Å:
H -1.433 -0.429 -2.572
N -1.427 -1.266 -1.979
C -1.186 -0.867 -0.778
C -1.126 -1.851 0.343
O -1.021 0.447 -0.610
C -0.568 1.058 0.621
C 0.946 1.307 0.568
C 1.772 0.083 0.195
O 1.222 2.330 -0.394
H -0.676 -1.467 1.256
H -2.139 -2.196 0.568
H -0.524 -2.709 0.027
H -0.864 0.484 1.501
H -1.090 2.020 0.685
H 1.277 1.687 1.540
H 2.840 0.327 0.219
H 1.594 -0.748 0.881
H 1.564 -0.246 -0.829
H 0.840 2.035 -1.241

Forces on atoms 1 to 6 (eV/Å):
-0.06 -0.31 -0.02
0.25 0.33 1.26
-0.29 -1.11 -2.19
0.16 -0.25 0.31
0.31 1.48 1.16
0.07 -0.04 -0.06

Computed properties:
- LUMO level: 0.029 Eh
- Strongest force on any atom: 2.47 eV/A
- Structure (SMILES): [H]/N=C(/C)OC[C@@H](C)O

Atom-resolved charges from Mulliken, all expressed in e: H 0.280; N -0.776; C 0.794; C -0.905; O -0.410; C -0.708; C 0.306; C -1.220; O -0.557; H 0.288; H 0.268; H 0.262; H 0.424; H 0.263; H 0.374; H 0.363; H 0.295; H 0.267; H 0.393

---

Formula: BH22O9
Source: OMol25
Level of theory: ωB97M-V with the def2-TZVPD basis set

Atoms and positions in Å:
B -0.090 0.228 0.038
H -0.071 -0.848 -0.030
H 0.920 0.480 0.323
H -0.454 0.745 -0.836
H -0.827 0.432 0.799
O -2.044 1.253 -0.200
H -1.427 1.917 0.107
H -1.585 0.422 -0.077
O 1.722 0.509 1.787
H 1.013 0.736 2.389
H 1.282 0.322 0.958
O 0.534 2.093 -0.079
H 0.451 1.163 0.130
H 0.922 2.109 -0.954
O -1.260 -1.244 1.349
H -1.559 -1.048 0.461
H -0.389 -0.849 1.401
O -0.914 0.295 -3.081
H -0.948 0.241 -2.126
H -1.676 0.824 -3.319
O 1.826 -0.757 -1.096
H 0.996 -0.288 -1.006
H 2.420 -0.313 -0.491
O -0.465 -1.857 -1.009
H 0.048 -1.110 -0.701
H -1.337 -1.719 -0.640
O 1.147 -2.711 -0.043
H 0.444 -2.313 -0.557
H 1.761 -3.046 -0.696
O -0.023 1.151 2.626
H 0.301 2.051 2.606
H -0.719 1.132 1.969

Forces on atoms 1 to 6 (eV/Å):
-1.62 -7.11 -0.70
0.89 3.38 8.13
-0.76 -1.96 -5.09
0.42 -0.69 -3.65
0.78 0.97 2.28
-6.47 2.41 -0.99

Computed properties:
- LUMO level: 0.115 Eh
- Strongest force on any atom: 13.82 eV/A
- Net charge: -1

Atom-resolved charges from Mulliken, all expressed in e: B -3.155; H -0.131; H -0.597; H 0.097; H -0.400; O -0.776; H 0.533; H 1.307; O -0.921; H 0.671; H -0.326; O -0.757; H 1.828; H 0.327; O -0.712; H 0.588; H 0.735; O -0.667; H 0.784; H 0.299; O -0.649; H 0.893; H 0.290; O -0.757; H -0.024; H 0.443; O -0.762; H 0.557; H 0.250; O -0.731; H 0.353; H 0.410

---

Formula: C23H41BrP2Tb
Source: OMol25
Level of theory: ωB97M-V with the def2-TZVPD basis set

Atoms and positions in Å:
Tb 1.692 1.875 -0.934
C -0.592 0.585 -0.283
C 0.144 0.711 0.938
C -0.496 2.838 0.260
C -0.965 1.905 -0.711
C 0.197 2.102 1.279
C -1.128 -0.677 -0.864
H -1.240 -0.594 -1.956
H -2.124 -0.906 -0.445
H -0.477 -1.537 -0.652
C -1.744 2.243 -1.930
H -2.072 1.338 -2.451
H -1.156 2.837 -2.644
H -2.639 2.827 -1.676
C -0.790 4.294 0.266
H -1.845 4.475 0.015
H -0.177 4.827 -0.477
H -0.589 4.734 1.250
C 0.755 2.679 2.537
H -0.009 2.712 3.331
H 1.111 3.709 2.387
H 1.593 2.083 2.927
C 0.695 -0.395 1.765
H 0.241 -0.405 2.766
H 1.783 -0.302 1.911
H 0.506 -1.369 1.302
C 3.331 -4.946 -1.933
C 4.562 -5.091 -2.438
C 5.490 -4.034 -2.966
C 4.907 -2.619 -3.157
C 4.982 -1.770 -1.894
C 4.523 -2.250 -0.656
C 3.210 -2.853 -0.420
C 2.583 -3.685 -1.582
H 5.870 -4.374 -3.944
H 3.892 -2.676 -3.566
H 6.372 -3.970 -2.308
H 2.407 -3.038 -2.456
H 2.753 -5.854 -1.705
H 4.995 -6.100 -2.475
H 1.588 -4.024 -1.238
H 3.284 -3.493 0.480
H 5.138 -2.063 0.229
H 2.484 -2.057 -0.138
H 5.515 -2.136 -3.934
H 5.946 -1.235 -1.832
P 3.847 0.162 -2.095
C 2.051 0.061 -2.457
C 4.555 0.727 -3.687
P 3.583 1.702 0.657
C 4.364 1.595 -1.044
C 4.767 0.856 1.721
C 3.876 3.486 0.953
H 1.420 -0.221 -1.575
H 1.846 -0.728 -3.195
H 1.674 1.009 -2.934
H 3.848 1.386 -4.212
H 4.792 -0.135 -4.323
H 5.479 1.288 -3.496
H 4.955 3.677 0.864
H 3.536 3.730 1.971
H 3.328 4.122 0.238
H 4.157 2.538 -1.600
H 5.450 1.531 -0.846
H 4.503 1.018 2.773
H 5.773 1.266 1.541
H 4.768 -0.220 1.511
Br 2.030 3.949 -2.530

Forces on atoms 1 to 6 (eV/Å):
-4.28 1.59 0.56
0.31 0.86 0.45
-0.22 0.88 -0.57
0.29 -1.10 0.06
0.82 -0.21 0.67
-0.16 -0.30 -0.98

Computed properties:
- LUMO level (spin up / spin down): -0.122 / -0.114 Eh
- Strongest force on any atom: 5.03 eV/A
- Multiplicity: 7
- Net charge: +1

Atom-resolved charges from Mulliken, all expressed in e: Tb -0.422; C 0.384; C 1.201; C 0.412; C 0.270; C 0.924; C -1.546; H 0.437; H 0.365; H 0.207; C -1.651; H 0.395; H 0.239; H 0.384; C -1.399; H 0.345; H 0.203; H 0.417; C -1.643; H 0.356; H 0.404; H 0.351; C -1.607; H 0.392; H 0.081; H 0.379; C -0.457; C -0.669; C -0.915; C -0.714; C -0.180; C -0.994; C 0.358; C -0.480; H 0.487; H 0.275; H 0.366; H -0.061; H 0.322; H 0.366; H 0.532; H 0.638; H 0.607; H -0.648; H 0.507; H 0.620; P 1.267; C -0.862; C -1.461; P 1.186; C -1.980; C -1.209; C -1.381; H -0.167; H 0.731; H 0.635; H 0.371; H 0.394; H 0.423; H 0.473; H 0.408; H 0.409; H 0.541; H 0.622; H 0.420; H 0.489; H 0.260; Br -0.406

---

Formula: C18H19FN2O2S
Source: OMol25
Level of theory: ωB97M-V with the def2-TZVPD basis set

Atoms and positions in Å:
C -2.697 -3.249 -0.259
C -2.507 -1.758 -0.516
N -1.406 -1.210 0.259
C -1.723 -0.790 1.606
C -1.879 0.741 1.813
C -3.034 1.347 1.007
O -2.806 1.260 -0.376
C -1.539 1.646 -0.740
C -1.275 1.886 -2.081
C -0.013 2.281 -2.480
C 0.989 2.463 -1.540
C 0.740 2.210 -0.206
C -0.515 1.776 0.197
O -0.690 1.449 1.531
C -0.140 -1.283 -0.242
S 0.125 -1.966 -1.727
N 0.854 -0.793 0.546
C 2.216 -0.587 0.328
C 2.940 -0.113 1.426
C 4.291 0.146 1.333
C 4.926 -0.069 0.122
F 6.250 0.185 0.020
C 4.234 -0.530 -0.981
C 2.880 -0.788 -0.879
H -1.805 -3.791 -0.562
H -3.539 -3.616 -0.839
H -2.886 -3.446 0.795
H -3.413 -1.204 -0.265
H -2.288 -1.593 -1.572
H -0.971 -1.158 2.315
H -2.674 -1.251 1.884
H -2.068 0.905 2.882
H -3.138 2.401 1.305
H -3.973 0.827 1.206
H -2.074 1.747 -2.790
H 0.187 2.452 -3.526
H 1.972 2.784 -1.845
H 1.511 2.323 0.540
H 0.561 -0.378 1.421
H 2.433 0.059 2.366
H 4.851 0.511 2.179
H 4.752 -0.682 -1.914
H 2.342 -1.143 -1.741

Forces on atoms 1 to 6 (eV/Å):
0.07 0.24 -0.05
-0.26 -0.32 -0.24
0.23 0.10 0.15
0.15 0.60 0.30
-0.66 -0.44 -0.07
0.14 0.13 0.57

Computed properties:
- LUMO level: 0.017 Eh
- Strongest force on any atom: 1.06 eV/A
- Structure (SMILES): CCN(C[C@@H]1COc2ccccc2O1)C(=S)Nc1ccc(F)cc1

Atom-resolved charges from Mulliken, all expressed in e: C -1.186; C -1.065; N 0.558; C -1.578; C 0.515; C -0.815; O -0.468; C 0.428; C -0.600; C -0.614; C -0.551; C -0.586; C 0.580; O -0.519; C 0.292; S -0.361; N 0.144; C 0.681; C -0.420; C -0.706; C 0.343; F -0.341; C -0.887; C -0.309; H 0.294; H 0.422; H 0.296; H 0.361; H 0.606; H 0.423; H 0.555; H 0.409; H 0.370; H 0.411; H 0.457; H 0.405; H 0.448; H 0.508; H 0.035; H 0.345; H 0.422; H 0.446; H 0.250

---

Formula: C9H25AsBF6NNaO
Source: OMol25
Level of theory: ωB97M-V with the def2-TZVPD basis set

Atoms and positions in Å:
Na -7.645 1.896 -15.227
B -8.020 0.046 -16.873
H -8.347 -0.752 -17.521
H -8.858 0.497 -16.363
H -7.327 -0.288 -16.116
H -7.562 0.814 -17.476
As -6.212 5.825 -15.372
F -6.879 4.177 -15.582
F -7.221 6.069 -13.902
F -5.674 7.563 -15.198
F -5.230 5.606 -16.842
F -7.593 6.454 -16.370
F -4.808 5.230 -14.432
C -6.606 3.487 -12.000
C -6.240 1.993 -11.961
N -5.956 1.476 -13.327
C -6.018 0.014 -13.388
C -7.376 -0.558 -13.094
C -4.594 1.898 -13.735
C -4.520 1.819 -15.267
H -7.483 3.652 -12.626
H -5.779 4.103 -12.353
H -6.930 3.689 -10.980
H -5.422 1.838 -11.257
H -7.047 1.415 -11.510
H -5.734 -0.354 -14.374
H -5.216 -0.455 -12.818
H -7.602 -0.671 -12.034
H -8.185 0.043 -13.512
H -7.442 -1.582 -13.462
H -3.756 1.349 -13.305
H -4.455 2.945 -13.464
H -3.501 1.625 -15.604
H -4.665 2.773 -15.773
H -5.167 1.071 -15.726
C -10.212 4.906 -13.939
C -10.553 3.474 -14.376
O -9.724 2.567 -14.360
C -11.904 3.220 -15.035
H -9.339 4.860 -13.288
H -10.999 5.271 -13.278
H -10.152 5.692 -14.692
H -11.637 2.953 -16.057
H -12.500 4.127 -15.134
H -12.467 2.383 -14.621

Forces on atoms 1 to 6 (eV/Å):
-0.59 0.33 -0.93
-0.01 0.05 -0.22
-1.21 -2.99 -2.18
-3.66 1.61 2.11
3.13 -1.54 3.26
2.06 3.10 -2.35

Computed properties:
- LUMO level (spin up / spin down): -0.019 / -0.217 Eh
- Strongest force on any atom: 6.33 eV/A
- Multiplicity: 2

Atom-resolved charges from Mulliken, all expressed in e: Na 0.293; B 0.678; H -0.197; H -0.230; H -0.421; H -0.262; As 1.923; F -0.392; F -0.461; F -0.508; F -0.476; F -0.505; F -0.460; C -0.985; C -0.406; N 0.533; C -0.540; C -1.278; C -0.352; C -1.012; H 0.025; H 0.399; H 0.461; H 0.213; H 0.427; H 0.461; H 0.464; H 0.456; H 0.257; H 0.401; H 0.385; H 0.275; H 0.344; H 0.200; H 0.330; C -0.858; C 0.768; O -0.564; C -1.166; H 0.039; H 0.427; H 0.309; H 0.316; H 0.361; H 0.327

---

Formula: C48H68GeN7O2P3RhS2
Source: OMol25
Level of theory: ωB97M-V with the def2-TZVPD basis set

Atoms and positions in Å:
Rh 0.200 0.861 -0.027
C -0.018 0.033 -5.630
C -0.351 1.012 -4.486
C -1.745 1.609 -4.722
P -0.215 0.251 -2.791
C -1.149 -1.296 -3.160
N -1.695 -1.958 -1.993
Ge -1.498 -1.032 -0.019
N -3.079 0.007 -0.332
C -2.996 1.392 -0.794
P -1.653 2.366 -0.007
C -2.377 2.892 1.614
C -3.506 3.918 1.521
C -2.861 1.656 2.399
C -1.621 3.933 -1.007
C -2.937 4.272 -1.713
C -0.469 3.969 -2.026
C -4.277 -0.660 -0.617
C -5.465 -0.032 -1.003
C -6.558 -0.771 -1.447
C -6.488 -2.149 -1.559
C -5.338 -2.787 -1.134
C -4.286 -2.055 -0.607
N -3.108 -2.706 0.012
C -2.580 -3.752 -0.820
C -2.679 -5.102 -0.597
C -2.239 -5.988 -1.585
C -1.730 -5.518 -2.814
C -1.591 -4.177 -3.037
C -1.944 -3.255 -2.004
C -3.379 -3.090 1.396
C -4.416 -3.914 1.799
C -4.532 -4.289 3.124
C -3.585 -3.838 4.028
C -2.577 -2.968 3.628
C -2.487 -2.542 2.297
N -1.586 -1.587 1.841
C -0.748 -1.043 2.884
P 0.477 0.223 2.395
C 0.321 1.297 3.894
C 1.109 2.614 3.838
C 0.561 0.574 5.223
C 2.122 -0.627 2.452
C 2.214 -1.892 3.303
C 3.180 0.397 2.909
C 1.569 -0.287 -2.678
C 2.480 0.618 -3.509
C 1.835 -1.770 -2.928
H 0.173 0.606 -6.540
H -0.864 -0.626 -5.838
H 0.860 -0.585 -5.440
H 0.374 1.823 -4.492
H -2.507 0.831 -4.818
H -1.744 2.173 -5.659
H -2.057 2.288 -3.928
H -0.521 -1.947 -3.759
H -1.989 -0.979 -3.788
H -3.926 1.930 -0.628
H -2.784 1.433 -1.875
H -1.538 3.347 2.155
H -4.374 3.515 0.991
H -3.202 4.852 1.044
H -3.835 4.163 2.535
H -3.824 1.308 2.017
H -2.995 1.911 3.456
H -2.168 0.820 2.327
H -1.427 4.702 -0.254
H -3.154 3.570 -2.520
H -2.849 5.265 -2.161
H -3.794 4.290 -1.040
H -0.652 3.271 -2.844
H 0.491 3.707 -1.585
H -0.381 4.971 -2.456
H -5.555 1.046 -0.959
H -7.466 -0.253 -1.730
H -7.322 -2.720 -1.949
H -5.257 -3.867 -1.216
H -3.113 -5.479 0.319
H -2.325 -7.056 -1.413
H -1.436 -6.223 -3.582
H -1.197 -3.822 -3.982
H -5.144 -4.272 1.082
H -5.340 -4.936 3.442
H -3.633 -4.156 5.064
H -1.860 -2.615 4.361
H -0.200 -1.828 3.407
H -1.393 -0.553 3.625
H -0.736 1.569 3.837
H 2.158 2.473 4.104
H 0.685 3.321 4.555
H 1.064 3.073 2.847
H 1.630 0.426 5.404
H 0.062 -0.394 5.289
H 0.175 1.194 6.035
H 2.321 -0.891 1.413
H 1.893 -1.718 4.331
H 3.259 -2.216 3.338
H 1.638 -2.718 2.884
H 3.171 0.496 3.997
H 3.023 1.385 2.477
H 4.167 0.070 2.614
H 1.831 -0.114 -1.639
H 2.320 0.493 -4.578
H 3.519 0.368 -3.310
H 2.345 1.679 -3.264
H 1.683 -2.039 -3.977
H 1.208 -2.411 -2.304
H 2.878 -1.979 -2.681
N 9.578 -0.346 2.512
C 8.541 -0.157 1.651
C 7.392 -0.966 1.727
C 6.364 -0.802 0.836
C 6.432 0.208 -0.125
C 7.556 1.036 -0.205
C 8.595 0.857 0.677
S 5.211 0.372 -1.334
O 5.512 1.538 -2.129
O 4.961 -0.880 -1.971
N 3.744 0.708 -0.533
C 3.388 1.919 -0.227
S 4.448 3.370 -0.210
C 3.183 4.275 0.403
C 2.010 3.517 0.509
N 2.096 2.241 0.168
H 9.589 -1.128 3.134
H 10.440 0.146 2.380
H 7.334 -1.740 2.486
H 5.513 -1.473 0.857
H 7.606 1.803 -0.969
H 9.474 1.490 0.618
H 3.302 5.328 0.641
H 1.060 3.902 0.854

Forces on atoms 1 to 6 (eV/Å):
0.26 0.48 -0.55
-0.02 0.12 0.04
-0.34 -0.10 -0.10
0.05 0.00 -0.08
0.39 -0.16 -0.05
-0.46 0.17 0.32

Computed properties:
- LUMO level (spin up / spin down): -0.148 / -0.270 Eh
- Strongest force on any atom: 1.46 eV/A
- Multiplicity: 6
- Net charge: +2

Results of the Mulliken charge analysis, in e, for atoms 1 through 99: Rh -0.471; C -1.853; C 0.051; C -1.559; P 0.763; C -2.270; N 0.260; Ge 0.610; N 1.232; C -2.964; P 1.318; C 1.170; C -1.699; C -1.969; C 0.867; C -1.650; C -1.291; C 0.718; C -0.392; C -0.983; C -1.068; C -0.656; C 0.347; N 1.253; C -0.079; C -0.270; C -0.940; C -0.789; C -1.087; C 0.865; C -0.229; C 0.093; C -1.091; C -0.945; C -0.903; C 0.591; N 0.176; C -3.439; P 1.598; C 0.541; C -1.407; C -1.511; C 1.246; C -1.621; C -1.348; C 3.209; C -1.563; C -1.776; H 0.420; H 0.331; H 0.403; H 0.737; H 0.409; H 0.522; H 0.186; H 0.535; H 0.593; H 0.932; H 0.438; H 0.424; H 0.251; H 0.423; H 0.487; H 0.340; H 0.647; H 0.442; H 0.795; H 0.203; H 0.530; H 0.261; H 0.000; H 0.050; H 0.615; H 0.498; H 0.432; H 0.467; H 0.552; H 0.614; H 0.444; H 0.440; H 0.530; H 0.520; H 0.445; H 0.432; H 0.442; H 1.234; H 0.958; H 0.255; H 0.399; H 0.444; H 0.199; H 0.285; H 0.227; H 0.456; H -0.020; H 0.273; H 0.446; H 0.435; H 0.304

---

Q: The lowest strongest force on any atom belongs to which entry?
A: C18H19FN2O2S